Below is C3H4FNS in the gas phase, with properties calculated with ωB97M-V/def2-TZVPD.

Values from the calculation:
HOMO-LUMO gap	7.806	eV
LUMO	-0.59	eV
2S+1	1
HOMO energy	-8.39	eV
SMILES string	N/C=C(/F)C=S
energy	-18215.2867	eV
ΔE to the lowest compared entry with this formula, charge and spin	62.5	kcal/mol

```
10
Properties=species:S:1:pos:R:3:forces:R:3:nbo_charge:R:1
C -0.735 0.516 -0.160 -6.77 -3.99 1.64 0.102
C -0.331 -0.766 -0.138 -2.60 -1.83 -0.61 0.153
C 0.899 -1.369 0.039 1.08 -1.90 2.18 -0.318
H -0.426 2.483 -0.142 0.58 -2.54 1.33 0.397
H 0.893 1.392 -0.325 -0.70 0.19 1.52 0.419
H -1.909 0.520 0.125 2.68 0.61 -1.38 0.231
H 1.033 -2.487 0.603 -0.76 3.04 -2.08 0.250
N -0.056 1.490 0.158 5.11 9.37 -2.42 -0.724
F -1.621 -1.390 -0.072 1.49 -2.20 -0.07 -0.376
S 2.253 -0.390 -0.087 -0.10 -0.77 -0.12 -0.135
```
Forces are in eV/Å.

---

Below is C3H4FNS in the gas phase, with properties calculated with ωB97M-V/def2-TZVPD.

Values from the calculation:
HOMO-LUMO gap	8.928	eV
LUMO	0.13	eV
2S+1	1
HOMO energy	-8.79	eV
SMILES string	C=C(F)/C=N/S
energy	-18216.7997	eV
ΔE to the lowest compared entry with this formula, charge and spin	27.6	kcal/mol

```
10
Properties=species:S:1:pos:R:3:forces:R:3:nbo_charge:R:1
C 0.370 0.034 -0.094 1.13 0.22 -0.98 0.018
C 0.788 -0.007 1.293 -1.70 0.51 0.37 0.328
C -0.073 -0.139 2.288 -1.19 -0.67 0.32 -0.430
H -2.307 0.542 -2.170 0.58 -0.37 0.14 0.121
H 1.222 -0.025 -0.798 -0.36 -0.13 0.00 0.168
H -1.199 -0.207 2.188 1.80 0.07 -0.36 0.239
H 0.318 -0.351 3.256 0.20 0.33 0.76 0.211
N -0.838 0.135 -0.461 -0.01 -0.09 0.46 -0.533
F 2.101 0.143 1.497 0.25 -0.31 -0.08 -0.316
S -1.099 -0.095 -2.103 -0.68 0.44 -0.62 0.194
```
Forces are in eV/Å.

---

Below is C3H4FNS2 in the gas phase, with properties calculated with ωB97M-V/def2-TZVPD.

Values from the calculation:
HOMO-LUMO gap	9.557	eV
LUMO	0.55	eV
2S+1	1
HOMO energy	-9.00	eV
SMILES string	F/C=C\S/C=N\S
energy	-29050.7166	eV
ΔE to the lowest compared entry with this formula, charge and spin	53.6	kcal/mol

```
11
Properties=species:S:1:pos:R:3:forces:R:3:nbo_charge:R:1
C -0.467 -1.365 0.711 3.09 -1.63 2.15 -0.010
C 1.080 0.198 -1.059 1.61 1.69 0.91 -0.483
C 1.406 1.095 -0.088 -1.51 -0.23 -0.69 0.221
H -3.215 0.746 0.257 1.84 -0.87 -1.52 0.151
H -0.019 -1.851 1.747 -1.41 0.84 -2.79 0.217
H 1.236 0.403 -2.113 -0.27 0.24 0.15 0.242
H 1.550 2.260 -0.251 -0.17 -2.81 0.99 0.215
N -1.573 -0.809 0.775 -0.65 1.40 -1.04 -0.537
F 1.218 0.536 1.185 0.83 2.22 -1.09 -0.351
S -2.089 0.247 -0.546 -1.73 -0.04 2.31 0.123
S 0.872 -1.460 -0.619 -1.64 -0.80 0.62 0.212
```
Forces are in eV/Å.

---

Below is a molecular structure, C3H4GaO3, with properties calculated with ωB97M-V/def2-TZVPD.

Values from the calculation:
charge	+3
HOMO-LUMO gap (alpha / beta)	5.340 / 5.341	eV
LUMO (alpha / beta)	-20.96 / -20.96	eV
2S+1	1
HOMO energy (alpha / beta)	-26.30 / -26.31	eV
energy	-61651.0164	eV
ΔE to the lowest compared entry with this formula, charge and spin	11.2	kcal/mol

```
11
Properties=species:S:1:pos:R:3:forces:R:3:nbo_charge:R:1
C -1.074 -0.496 -0.292 -1.06 0.54 2.28 0.639
O 1.459 0.665 -0.396 0.80 2.42 -0.56 -0.623
C 1.301 -0.567 -0.322 -6.14 -2.27 -0.27 0.963
C -1.160 0.792 0.373 -1.97 -1.67 -0.52 -0.809
O 0.020 -1.102 -0.569 2.35 -0.68 -0.48 -0.341
O 2.170 -1.368 0.031 1.93 -0.73 0.08 -0.540
H -1.944 -1.160 -0.347 -0.12 -0.14 -1.05 0.324
H -0.537 0.748 1.279 0.79 1.23 -0.59 0.314
H -1.272 1.441 -0.552 0.76 0.73 1.01 0.384
Ga 3.209 0.214 -0.031 2.64 0.44 0.47 2.324
H -2.172 0.834 0.824 0.02 0.13 -0.37 0.366
```
Forces are in eV/Å.

---

Below is a molecular structure, C3H4GdO4, with properties calculated with ωB97M-V/def2-TZVPD.

Values from the calculation:
charge	+2
HOMO-LUMO gap (alpha / beta)	8.659 / 5.198	eV
LUMO (alpha / beta)	-10.32 / -13.75	eV
2S+1	9
HOMO energy (alpha / beta)	-18.98 / -18.95	eV
energy	-32180.5410	eV
ΔE to the lowest compared entry with this formula, charge and spin	0.0	kcal/mol

```
12
Properties=species:S:1:pos:R:3:forces:R:3:mulliken_spin:R:1
O 3.239 -1.136 -0.266 -2.11 1.77 0.25 0.066
C 2.256 -0.450 -0.159 2.71 -3.84 -0.27 0.001
O 2.079 0.805 -0.092 -0.85 2.12 0.00 0.267
O 0.942 -1.046 -0.067 -0.93 0.76 0.21 0.005
C -3.325 -1.475 0.014 -0.49 0.16 0.79 0.558
C -3.418 -0.065 -0.153 -0.78 -0.52 -0.88 0.166
O -2.449 0.710 0.006 1.36 0.05 0.32 0.208
H 0.958 -1.994 0.105 0.25 -0.50 -0.12 -0.004
H -2.545 -1.889 0.655 -0.06 -0.05 -0.44 0.030
H -4.163 -2.104 -0.288 0.29 0.08 -0.02 0.036
H -4.363 0.358 -0.524 0.19 -0.01 0.20 0.019
Gd -0.139 1.049 0.103 0.42 0.00 -0.03 6.650
```
Forces are in eV/Å.

---

Below is 3 unconnected molecules or ions with the total composition C3H4I2NO4, with properties calculated with ωB97M-V/def2-TZVPD.

Values from the calculation:
charge	-1
HOMO-LUMO gap (alpha / beta)	5.696 / 5.896	eV
LUMO (alpha / beta)	2.54 / 0.99	eV
2S+1	3
HOMO energy (alpha / beta)	-3.16 / -4.90	eV
energy	-29055.4039	eV

```
14
Properties=species:S:1:pos:R:3:forces:R:3:nbo_charge:R:1
C -0.341 1.802 1.008 -0.44 -2.11 -0.18 0.681
C -0.041 0.856 -0.093 -3.85 2.31 -2.50 -0.179
C -0.442 -3.042 -0.515 -1.82 1.10 -0.30 0.328
N 0.788 -0.173 0.208 4.15 -1.30 2.94 -0.158
O -0.578 3.026 0.627 -0.29 1.63 -1.04 -0.698
O -0.447 1.477 2.180 0.66 -0.07 0.04 -0.638
O -1.462 -2.594 -0.951 1.34 -0.99 -0.06 -0.521
O 0.973 -1.311 -0.356 -0.18 1.33 0.01 -0.384
I 1.051 2.577 -2.340 0.17 0.07 -0.03 -0.668
I -0.418 -3.405 1.616 0.26 -0.36 0.21 -0.045
H -0.771 0.794 -0.992 1.62 -0.07 1.84 0.246
H 0.498 -3.260 -1.038 -0.33 -0.36 0.12 0.180
H 1.490 0.142 0.971 -1.23 -1.26 -1.55 0.348
H -0.302 3.110 -0.325 -0.06 0.09 0.49 0.508
```
Forces are in eV/Å.